Version one
Formula: H18O9
Source: OMol25
Level of theory: ωB97M-V/def2-TZVPD

Cartesian coordinates (Å):
O1 2.887 0.737 -0.775
H1 2.707 1.100 -1.642
H2 2.079 0.286 -0.531
O2 0.510 2.933 0.464
H3 0.621 3.090 1.401
H4 -0.433 3.009 0.317
O3 0.060 -0.262 0.453
H5 -0.141 0.393 1.121
H6 -0.518 -0.044 -0.278
O4 -0.804 0.375 3.041
H7 0.141 0.221 3.027
H8 -1.186 -0.453 2.752
O5 -0.426 -0.219 -3.958
H9 -1.093 -0.780 -4.355
H10 -0.625 -0.237 -3.022
O6 -1.731 -0.961 -1.810
H11 -1.915 -1.579 -1.102
H12 -2.560 -0.885 -2.282
O7 -1.574 -2.678 0.284
H13 -0.908 -3.343 0.459
H14 -1.547 -2.104 1.049
O8 1.194 3.110 3.043
H15 1.301 2.160 3.069
H16 1.158 3.374 3.962
O9 0.982 -2.595 -1.905
H17 0.194 -2.160 -1.577
H18 1.625 -2.488 -1.204

Kohn-Sham gap	10.28	eV
structure (SMILES)	O.O.O.O.O.O.O.O.O


Version two
Formula: H18O9
Source: OMol25
Level of theory: ωB97M-V/def2-TZVPD

Cartesian coordinates (Å):
O1 23.725 -23.301 -4.326
H1 24.202 -22.801 -4.957
H2 23.454 -24.145 -4.639
O2 23.677 -21.365 -9.113
H3 24.338 -20.867 -9.569
H4 23.639 -20.896 -8.299
O3 22.367 -20.065 -6.781
H5 22.354 -20.109 -5.823
H6 21.555 -19.560 -6.958
O4 24.735 -21.949 -2.161
H7 24.390 -22.530 -2.877
H8 25.560 -21.507 -2.465
O5 26.889 -20.557 -3.140
H9 27.248 -20.323 -2.289
H10 26.767 -19.744 -3.729
O6 24.994 -19.243 -7.040
H11 25.685 -19.134 -7.679
H12 24.269 -18.664 -7.272
O7 24.217 -23.549 -7.425
H13 24.822 -22.958 -6.895
H14 23.912 -22.953 -8.102
O8 25.363 -21.592 -5.590
H15 25.127 -20.730 -5.988
H16 25.872 -21.441 -4.861
O9 26.599 -18.377 -4.765
H17 27.017 -18.393 -5.594
H18 25.664 -18.508 -4.919

Kohn-Sham gap	9.03	eV
structure (SMILES)	O.O.O.O.O.O.O.O.O


Version three
Formula: H18O9
Source: OMol25
Level of theory: ωB97M-V/def2-TZVPD

Cartesian coordinates (Å):
O1 0.198 -0.276 0.554
H1 -0.351 0.315 1.080
H2 0.037 -1.147 0.934
O2 -2.552 1.893 0.054
H3 -2.811 1.311 0.777
H4 -1.592 1.812 0.019
O3 -3.798 -1.273 -1.834
H5 -3.725 -0.435 -2.304
H6 -2.918 -1.412 -1.465
O4 1.292 3.125 -0.552
H7 0.527 3.656 -0.300
H8 1.962 3.777 -0.788
O5 -0.882 -2.346 0.064
H9 -0.929 -2.707 -0.828
H10 -0.508 -3.063 0.588
O6 1.173 -0.844 -1.543
H11 1.282 -1.506 -0.852
H12 0.831 -1.343 -2.294
O7 3.604 2.177 -0.280
H13 4.292 1.656 0.149
H14 2.812 1.991 0.237
O8 -2.946 0.650 2.429
H15 -3.869 0.395 2.325
H16 -2.455 -0.073 2.022
O9 3.869 -2.698 0.912
H17 4.637 -3.234 1.142
H18 3.118 -3.262 1.127

Kohn-Sham gap	10.05	eV
structure (SMILES)	O.O.O.O.O.O.O.O.O


Version four
Formula: H18O9
Source: OMol25
Level of theory: ωB97M-V/def2-TZVPD

Cartesian coordinates (Å):
O1 -1.358 -1.558 2.385
H1 -1.201 -2.426 1.997
H2 -2.277 -1.467 2.104
O2 -2.536 1.038 -1.340
H3 -2.832 1.227 -0.368
H4 -1.692 0.607 -1.282
O3 0.782 0.237 -3.231
H5 0.725 0.178 -2.410
H6 0.188 -0.483 -3.687
O4 -0.530 2.045 1.903
H7 -0.707 2.385 1.071
H8 0.194 2.565 2.303
O5 -0.095 -0.039 -0.689
H9 0.197 -0.334 0.199
H10 -0.135 -0.925 -0.948
O6 -0.759 -2.508 -1.283
H11 -1.783 -2.610 -1.247
H12 -0.598 -3.462 -1.347
O7 3.541 -1.082 1.356
H13 2.788 -0.497 1.506
H14 3.335 -1.587 0.698
O8 0.958 -0.510 1.862
H15 0.870 0.171 2.410
H16 0.357 -1.233 2.168
O9 1.100 3.247 -1.548
H17 0.346 2.738 -1.247
H18 1.123 4.281 -1.334

Kohn-Sham gap	10.15	eV
structure (SMILES)	O.O.O.O.O.O.O.O.O


Pick version two: it beats the second-best structure by 10.0 kcal/mol.


Version one
Formula: C4H6Cl2O
Source: OMol25
Level of theory: ωB97M-V/def2-TZVPD

Cartesian coordinates (Å):
Cl1 0.141 -1.194 1.989
C1 -0.529 -0.800 0.386
C2 0.621 -0.715 -0.620
C3 1.055 0.749 -0.427
O1 -0.068 1.471 0.112
C4 -1.162 0.596 0.369
Cl2 -2.018 0.991 1.873
H1 -1.177 -1.582 0.025
H2 0.290 -0.821 -1.689
H3 1.440 -1.389 -0.435
H4 1.353 1.178 -1.378
H5 1.925 0.835 0.249
H6 -1.872 0.682 -0.453

Kohn-Sham gap	11.09	eV
structure (SMILES)	Cl[C@@H]1CCO[C@@H]1Cl


Version two
Formula: C4H6Cl2O
Source: OMol25
Level of theory: ωB97M-V/def2-TZVPD

Cartesian coordinates (Å):
C1 0.269 -0.919 0.734
C2 0.789 0.023 -0.372
C3 -0.454 1.075 1.424
C4 0.084 -0.138 -1.663
O1 -0.024 -0.182 1.931
Cl1 -2.112 1.110 0.762
Cl2 -0.159 2.381 2.442
H1 -0.622 -1.225 0.170
H2 0.845 -1.756 1.044
H3 1.894 0.362 -0.394
H4 0.355 -1.083 -2.004
H5 0.189 0.574 -2.450
H6 -1.053 -0.223 -1.623

Kohn-Sham gap (spin up / spin down)	8.48 / 8.25	eV


Pick version one: it beats the second-best structure by 85.5 kcal/mol.


Version one
Formula: C4H6Cl2O
Source: OMol25
Level of theory: ωB97M-V/def2-TZVPD

Cartesian coordinates (Å):
C1 -1.273 -0.082 -0.042
C2 1.729 -0.956 -0.655
C3 -2.372 -0.166 0.862
C4 2.133 0.488 -0.875
O1 -0.283 -0.785 0.111
Cl1 2.321 -1.746 0.656
Cl2 2.796 1.444 0.444
H1 -1.165 0.785 -0.779
H2 -3.424 -0.480 0.528
H3 -2.516 0.834 1.113
H4 -2.119 -0.735 1.834
H5 1.304 1.005 -1.513
H6 2.867 0.393 -1.683

Kohn-Sham gap	8.44	eV


Version two
Formula: C4H6Cl2O
Source: OMol25
Level of theory: ωB97M-V/def2-TZVPD

Cartesian coordinates (Å):
C1 -0.182 -1.045 0.977
C2 -0.107 0.313 0.327
O1 -0.178 1.289 1.266
C3 -0.755 0.380 -1.017
Cl1 -1.454 1.734 -1.759
C4 0.750 0.479 -1.070
Cl2 1.717 -0.879 -1.603
H1 -0.244 -1.927 0.259
H2 -1.024 -1.061 1.704
H3 0.747 -1.167 1.505
H4 0.486 0.978 2.012
H5 -1.027 -0.581 -1.336
H6 1.270 1.487 -1.265

Kohn-Sham gap	9.73	eV
structure (SMILES)	CC1(O)[C@@H](Cl)[C@@H]1Cl


Pick version two: it beats the second-best structure by 60.9 kcal/mol.


Version one
Formula: C3H10NO2
Source: OMol25
Level of theory: ωB97M-V/def2-TZVPD

Cartesian coordinates (Å):
C1 0.852 0.435 -0.816
O1 0.596 1.536 0.023
C2 -0.296 -0.580 -0.992
C3 -1.666 0.091 -0.838
N1 -0.109 -1.660 0.009
H1 1.215 0.809 -1.789
H2 1.710 -0.132 -0.430
H3 -0.349 -0.947 -2.025
H4 -2.017 0.295 0.152
H5 -2.377 -0.661 -1.240
H6 -1.902 0.885 -1.543
H7 0.263 -1.121 0.825
H8 -1.064 -1.828 0.348
H9 0.455 1.113 0.928
H10 1.014 -0.312 2.901
O2 0.677 0.235 2.193

charge	-1
Kohn-Sham gap	7.82	eV


Version two
Formula: C3H10NO2
Source: OMol25
Level of theory: ωB97M-V/def2-TZVPD

Cartesian coordinates (Å):
C1 0.552 -0.688 0.059
O1 1.070 -0.837 -1.292
C2 -0.995 -0.278 -0.042
C3 -1.271 0.931 0.954
N1 -1.459 0.227 -1.316
H1 0.879 -0.004 0.852
H2 0.631 -1.740 0.589
H3 -1.610 -1.045 0.213
H4 -0.438 1.709 1.071
H5 -2.201 1.309 0.595
H6 -1.683 0.733 1.990
H7 -0.558 0.669 -1.772
H8 -1.100 -0.480 -2.002
H9 2.300 -0.334 -0.707
H10 2.926 -0.305 0.824
O2 2.958 0.133 -0.018

charge	-1
Kohn-Sham gap	7.98	eV


Pick version one: it beats the second-best structure by 37.4 kcal/mol.